{"formula": "C2H4IN2", "method": "ωB97M-V/def2-TZVPD", "smiles": "C=NC(=[NH2+])I", "e_above_lowest_ev": 0.921, "charge": 1, "homo_ev": -14.30, "homo_lumo_gap_ha": 0.2774, "largest_force_ev_per_a": 4.35, "species": ["C", "N", "C", "N", "I", "H", "H", "H", "H"], "positions_angstrom": [[-0.76, 1.71, 0.11], [-0.30, 0.56, 0.16], [0.34, -0.50, 0.02], [0.04, -1.76, -0.10], [2.82, 0.06, -0.06], [-0.90, 2.22, -0.85], [-1.06, 2.23, 1.02], [-0.93, -2.05, -0.11], [0.76, -2.46, -0.18]]}

---

{"formula": "C37H56FN8O7P2", "method": "ωB97M-V/def2-TZVPD", "charge": -1, "homo_ev": -5.38, "homo_lumo_gap_ha": 0.2730, "largest_force_ev_per_a": 2.67, "species": ["C", "C", "O", "C", "C", "P", "F", "O", "C", "C", "C", "C", "O", "C", "O", "P", "N", "O", "O", "O", "H", "H", "H", "H", "H", "H", "H", "H", "H", "H", "H", "H", "H", "H", "H", "H", "H", "H", "H", "H", "H", "N", "C", "C", "C", "C", "H", "H", "H", "H", "H", "N", "C", "C", "C", "C", "H", "H", "H", "H", "H", "N", "C", "C", "C", "C", "H", "H", "H", "H", "H", "N", "C", "C", "C", "C", "H", "H", "H", "H", "H", "N", "C", "C", "C", "C", "H", "H", "H", "H", "H", "N", "C", "C", "C", "C", "H", "H", "H", "H", "H", "N", "C", "C", "C", "C", "H", "H", "H", "H", "H"], "positions_angstrom": [[-1.92, -3.85, -1.86], [-2.15, -2.71, -0.83], [-2.56, -3.17, 0.44], [-1.46, -3.54, 1.26], [-1.32, -2.63, 2.48], [-0.69, -0.85, 2.17], [0.36, -1.37, 0.92], [-1.93, -0.44, 1.04], [-1.51, 0.58, 0.18], [-0.31, 1.37, 0.77], [1.07, 1.28, 0.03], [1.06, 0.71, -1.40], [2.41, 0.31, -1.74], [2.68, -0.94, -1.28], [2.68, -1.91, -1.97], [-0.60, 3.21, 0.86], [0.41, 3.92, 1.82], [-2.19, 3.51, 1.19], [-0.40, 3.79, -0.67], [-0.07, 0.79, 2.01], [-2.19, -4.83, -1.47], [-0.87, -3.82, -2.17], [-2.51, -3.63, -2.75], [-2.94, -2.04, -1.18], [-1.25, -2.09, -0.77], [-1.69, -4.56, 1.62], [-0.54, -3.63, 0.68], [-2.25, -2.61, 3.04], [-0.57, -3.10, 3.13], [-1.56, -0.38, 3.22], [0.39, -1.05, 3.11], [-1.39, 0.20, -0.85], [-2.37, 1.26, 0.10], [1.57, 2.25, 0.00], [1.71, 0.65, 0.65], [0.76, 1.50, -2.09], [0.43, -0.17, -1.50], [2.92, -1.03, -0.21], [-0.08, 4.43, 2.55], [-2.50, 4.10, 0.49], [0.52, 4.07, -0.72], [-2.74, -8.82, -0.90], [-2.54, -7.88, 0.08], [-3.77, -7.42, 0.47], [-4.74, -8.12, -0.29], [-4.08, -8.97, -1.13], [-2.01, -9.32, -1.38], [-1.55, -7.61, 0.40], [-3.94, -6.67, 1.23], [-5.81, -8.00, -0.23], [-4.44, -9.67, -1.86], [-5.95, -2.85, -0.92], [-7.12, -2.92, -1.63], [-7.62, -1.64, -1.73], [-6.71, -0.78, -1.07], [-5.69, -1.56, -0.58], [-5.37, -3.64, -0.68], [-7.50, -3.86, -1.99], [-8.53, -1.36, -2.23], [-6.79, 0.29, -0.96], [-4.81, -1.31, -0.01], [-9.65, 0.49, 0.27], [-10.82, 0.43, -0.43], [-11.31, 1.70, -0.54], [-10.40, 2.57, 0.12], [-9.39, 1.79, 0.61], [-9.07, -0.30, 0.50], [-11.20, -0.51, -0.80], [-12.23, 1.99, -1.04], [-10.48, 3.64, 0.23], [-8.50, 2.04, 1.17], [4.22, 3.07, -0.06], [5.50, 2.75, 0.30], [6.25, 2.65, -0.84], [5.38, 2.93, -1.94], [4.14, 3.18, -1.42], [3.45, 3.20, 0.58], [5.77, 2.62, 1.34], [7.30, 2.41, -0.89], [5.64, 2.94, -2.98], [3.21, 3.43, -1.90], [7.08, 5.91, 1.95], [7.34, 6.95, 2.80], [6.13, 7.46, 3.21], [5.11, 6.69, 2.59], [5.73, 5.74, 1.82], [7.78, 5.35, 1.49], [8.35, 7.24, 3.04], [6.00, 8.29, 3.89], [4.05, 6.82, 2.70], [5.33, 4.96, 1.19], [1.03, -7.80, -0.01], [1.44, -7.28, 1.19], [2.65, -6.68, 1.00], [2.99, -6.83, -0.37], [1.97, -7.52, -0.97], [0.19, -8.30, -0.17], [0.83, -7.39, 2.07], [3.23, -6.18, 1.76], [3.88, -6.46, -0.86], [1.84, -7.83, -1.99], [10.14, 8.78, -1.64], [9.75, 8.48, -0.36], [8.54, 7.84, -0.43], [8.19, 7.74, -1.80], [9.20, 8.33, -2.52], [10.99, 9.25, -1.89], [10.36, 8.76, 0.48], [7.97, 7.48, 0.42], [7.30, 7.29, -2.21], [9.32, 8.46, -3.58]]}